Record 1
The following is a quantum chemistry calculation of a 2-piece molecular cluster, C2H7N3O3 overall in a non-equilibrium geometry, from the OMol25 dataset.

Each line ends with the natural charge from an NBO analysis.
Cartesian coordinates (Å):
1 C -0.6730 -1.5630 -0.1325  -0.49
2 N -2.0511 0.6925 0.0917  -0.63
3 N -1.1669 0.6472 -0.9155  0.09
4 N -0.3365 -0.3576 -0.8919  -0.30
5 H -2.5956 1.5483 0.0665  0.38
6 H -1.6266 0.5353 1.0035  0.38
7 H 0.1196 -2.2929 -0.3097  0.21
8 H -1.6193 -1.9908 -0.4727  0.22
9 H -0.7077 -1.3882 0.9484  0.19
10 C 1.3382 0.7953 0.1783  0.98
11 O 1.6548 0.1668 1.3301  -0.68
12 O 2.3205 0.5146 -0.7154  -0.71
13 O 0.7467 1.9106 0.1539  -0.66
14 H 2.1524 1.1396 -1.4463  0.51
15 H 2.4444 -0.3578 1.1116  0.50

Results
orbital gap: 9.11 eV
structure (SMILES): C/N=N\N.O=C(O)O
net charge: 0
E: -12797.555 eV



Record 2
The following is a quantum chemistry calculation of C19H30N3O3OsS2Se2 as an isolated structure, from the OMol25 dataset.

Each line ends with the natural charge from an NBO analysis.
Cartesian coordinates (Å):
1 Os 0.6352 -0.5624 -0.4519  0.67
2 C -4.3148 1.8944 1.3661  -0.77
3 Se -2.9270 0.8925 0.4468  0.22
4 C -1.9254 0.2890 2.0067  -0.59
5 C -0.8044 1.2085 2.4203  -0.55
6 Se 0.6248 1.4643 1.0834  0.49
7 C 2.0978 1.2655 2.3331  -0.77
8 H -4.9412 1.2102 1.9307  0.23
9 H -4.9081 2.3869 0.6002  0.25
10 H -3.8741 2.6463 2.0148  0.23
11 H -1.5548 -0.7054 1.7771  0.24
12 H -2.6400 0.2092 2.8271  0.25
13 H -0.3020 0.8403 3.3154  0.24
14 H -1.1722 2.2155 2.6133  0.24
15 H 1.9543 1.9919 3.1287  0.24
16 H 3.0192 1.4793 1.8000  0.26
17 H 2.1068 0.2483 2.7139  0.24
18 N -0.5454 0.6348 -1.7548  -0.78
19 C 0.5569 1.0323 -2.6097  0.15
20 C 1.2216 2.2020 -2.2512  -0.26
21 C 2.5093 2.4049 -2.7110  -0.16
22 C 3.0971 1.4507 -3.5299  -0.29
23 C 2.3580 0.3819 -4.0240  -0.19
24 C 1.0763 0.1546 -3.5526  -0.25
25 S 4.8718 1.5167 -3.7990  2.42
26 O 5.3564 1.4306 -2.3906  -1.01
27 O 5.1628 2.7634 -4.4350  -0.94
28 O 5.1684 0.2987 -4.5276  -1.02
29 H -0.9513 1.4574 -1.3071  0.43
30 H -1.3153 0.1276 -2.1848  0.43
31 H 0.7760 2.8886 -1.5410  0.23
32 H 3.0864 3.2615 -2.3883  0.26
33 H 2.8328 -0.3102 -4.7064  0.26
34 H 0.5278 -0.7329 -3.8440  0.23
35 S 2.8991 -0.3254 -0.3434  -0.01
36 C 3.6730 -1.5526 -1.3522  0.09
37 N 4.7874 -1.1610 -1.9862  -0.49
38 C 5.4807 -1.9733 -2.7934  0.13
39 C 5.0950 -3.2835 -2.9680  -0.25
40 C 3.9516 -3.7195 -2.3144  -0.12
41 C 3.2308 -2.8533 -1.5073  -0.21
42 H 5.0526 -0.0972 -2.0793  0.49
43 H 6.3182 -1.5158 -3.2990  0.27
44 H 5.6569 -3.9256 -3.6287  0.25
45 H 3.6128 -4.7407 -2.4329  0.24
46 H 2.3399 -3.1778 -0.9955  0.23
47 C 0.0233 -4.5182 -0.4222  -0.60
48 C -0.7210 -3.3174 0.1602  0.05
49 C -2.1662 -3.2739 -0.3418  -0.61
50 C -0.6625 -3.3460 1.6874  -0.61
51 N -0.0783 -2.1088 -0.3375  -0.45
52 H -0.4727 -5.4383 -0.1133  0.23
53 H 1.0503 -4.5524 -0.0568  0.21
54 H 0.0311 -4.4802 -1.5119  0.22
55 H -2.7111 -4.1343 0.0486  0.23
56 H -2.2005 -3.3184 -1.4306  0.22
57 H -2.6660 -2.3646 -0.0049  0.22
58 H -0.9344 -4.3414 2.0387  0.24
59 H -1.3597 -2.6365 2.1293  0.21
60 H 0.3449 -3.1229 2.0409  0.22

Results
orbital gap: 7.42 eV
net charge: +1
E: -185626.412 eV



Record 3
The following is a quantum chemistry calculation of a 3-piece molecular cluster, C4H11O4 overall in a non-equilibrium geometry, from the OMol25 dataset.

Each line ends with the natural charge from an NBO analysis.
Cartesian coordinates (Å):
1 O -2.4764 -0.8747 -0.6261  -0.81
2 C -1.3313 -1.3124 -0.4573  0.77
3 O -0.9183 -2.4494 -0.7025  -0.76
4 C -0.5070 -0.2852 0.4155  -0.54
5 C 0.5279 0.7472 -0.2405  -0.39
6 C 1.8141 0.0694 -0.7106  -0.61
7 H -0.2221 -0.9482 1.2118  0.19
8 H -1.3739 0.3043 0.8270  0.23
9 H 0.9353 1.4833 0.5177  0.19
10 H -0.0707 1.2173 -0.9176  0.18
11 H 2.0680 -0.5904 0.1610  0.18
12 H 1.5298 -0.6548 -1.5396  0.22
13 H 2.6556 0.7319 -1.0943  0.20
14 H 1.0507 -0.8857 2.8840  0.46
15 H 1.5795 -0.1809 1.7212  0.47
16 O 1.3804 0.0330 2.6759  -0.94
17 H -2.7321 0.6743 -1.2388  0.51
18 H -1.5392 1.3791 -1.3572  0.43
19 O -2.3701 1.5421 -1.5294  -0.97

Results
orbital gap: 8.15 eV
net charge: -1
E: -12516.781 eV



Record 4
The following is a quantum chemistry calculation of a 2-piece molecular cluster, C6H3O2 overall in a non-equilibrium geometry, from the OMol25 dataset.

Each line ends with the Löwdin charge.
Cartesian coordinates (Å):
1 C 1.2808 0.0461 0.2553  -0.33
2 C 0.6363 1.1808 -0.2545  -0.11
3 C -2.8874 0.8197 -0.2088  0.00
4 C -1.9373 1.4681 -0.6938  -0.03
5 C 1.9720 -1.1975 0.0295  -0.53
6 C 0.8714 1.0176 1.1613  -0.09
7 O 1.2863 -2.3609 0.2218  0.05
8 O 3.1603 -1.3026 -0.2694  0.03
9 H -3.7703 0.5850 0.2230  -0.05
10 H 0.4389 -2.0431 0.6656  0.13
11 H -1.0511 1.7870 -1.1300  -0.08

Results
orbital gap: 7.31 eV
net charge: -1
E: -10359.603 eV



Record 5
The following is a quantum chemistry calculation of one molecule with the formula C4H6N2O2 in a non-equilibrium geometry, from the OMol25 dataset.

Each line ends with the natural charge from an NBO analysis.
Cartesian coordinates (Å):
1 C -0.8056 1.1632 -1.2804  -0.41
2 N -0.4924 -0.0652 -0.5689  -0.26
3 N 0.9101 -0.3352 -0.6584  -0.51
4 C 1.6169 -0.7757 0.4030  0.87
5 C -0.3081 -0.9953 1.6414  0.10
6 C -0.8416 -0.0840 0.8012  -0.17
7 O 0.8201 -1.6785 1.3464  -0.52
8 O 2.7965 -0.7364 0.5468  -0.54
9 H 1.3695 -0.2800 -1.5568  0.42
10 H -0.6517 -1.1078 2.6638  0.20
11 H -1.7151 0.4865 1.0767  0.22
12 H -1.8715 1.3523 -1.1766  0.22
13 H -0.5766 1.0211 -2.3371  0.20
14 H -0.2505 2.0349 -0.9010  0.18

Results
orbital gap: 8.70 eV
structure (SMILES): CN1C=COC(=O)N1
net charge: 0
E: -11318.116 eV